Here is a 2-piece molecular cluster, C16H17N overall at a distorted geometry from OMol25. Energies are from the ωB97M-V functional and the def2-TZVPD basis.

Structure (XYZ):
```
34
Properties=species:S:1:pos:R:3:forces:R:3
C -3.86150 1.83826 -4.32690 -0.75 0.24 0.55
C -0.97027 -0.29368 -2.14522 1.02 -1.80 -0.94
C -0.94151 1.07643 -2.12049 -0.67 1.06 0.24
C -1.83790 -1.03602 -2.96544 0.05 1.71 1.37
C -1.88706 1.79566 -2.84696 0.35 -1.83 0.38
C -2.92673 -0.34554 -3.52396 2.09 -1.48 0.68
C -2.86534 1.03830 -3.50039 -1.31 1.83 -1.42
H -0.18679 -0.91394 -1.71034 0.07 0.49 0.36
H -0.25889 1.65130 -1.51067 0.26 -0.19 -0.08
H -1.60217 -2.08815 -3.03057 -0.68 -0.16 -0.17
H -1.83190 2.87334 -2.86370 -0.33 0.05 -0.22
H -3.65175 -1.03660 -3.92128 -0.67 0.84 -0.73
H -4.34462 2.62799 -3.73720 0.15 -0.17 0.13
H -4.67371 1.21249 -4.67720 -0.06 -0.18 -0.23
H -3.44477 2.37619 -5.17865 0.36 -0.34 -0.04
C 4.09257 -2.15388 2.82250 1.56 0.73 0.11
C 2.11810 -0.49807 2.36463 -0.91 0.75 1.28
C 2.82125 -1.51248 3.07071 -0.70 0.78 -0.76
C 0.91234 -0.22214 3.06804 -0.89 -0.94 -0.92
C 2.05250 -1.75576 4.21592 -0.88 -0.33 0.80
C 1.24233 0.91192 0.60438 -0.68 1.32 0.72
C 0.05628 1.19220 1.31967 0.88 -1.54 -0.99
C 2.28589 0.25065 1.20682 0.93 -1.51 -2.20
C -0.15908 0.45007 2.47692 0.77 0.89 2.34
N 0.90820 -1.07118 4.21909 1.41 -0.06 -0.19
H 1.31776 1.29516 -0.40068 0.44 0.17 0.07
H -0.69328 1.81623 0.85869 -0.23 -0.04 0.18
H 3.16966 0.07050 0.59317 -0.01 0.21 0.24
H -1.02135 0.60650 3.10665 -0.45 -0.11 -0.25
H 4.22448 -3.12322 3.29220 -0.15 -0.07 -0.03
H 4.78934 -1.44771 3.32575 0.17 -0.47 -0.06
H 2.32472 -2.40065 5.03943 -0.10 -0.03 -0.01
H 0.39312 -1.02780 5.08085 -0.69 0.30 -0.14
H 4.45009 -2.15634 1.79421 -0.38 -0.13 -0.08
```
Positions in Å, forces in eV/Å.

The calculation puts the max |F| at 2.8 eV/Å. The charge is +1. For the HOMO energy (spin up / spin down), the calculation gives -11.0 / -11.0 eV. The energy above the lowest of the compared OMol25 structures with the same formula, charge and spin comes out at 111.9 kJ/mol. Its HOMO-LUMO gap (spin up / spin down) is 0.275 / 0.153 Ha. As for the spin multiplicity: 2.